Record 1
# C12H31B2NO3

2 unconnected molecules or ions with the total composition C12H31B2NO3 at a distorted geometry (ωB97M-V/def2-TZVPD, the OMol25 dataset).

As for the HOMO energy: -9.167 eV. Its SMILES is CCCCCCCCBB(O)O.COC[C@@H](C)N. The calculation puts the HOMO-LUMO gap at 8.87 eV. Its total energy is -805.87906 Eh. The calculation puts the relative energy (zero: lowest compared OMol25 entry of this formula, charge and spin) at 94.7 kcal per mole.

Element x y z (Å)
H: 2.4104 -5.6972 -2.3791
H: -4.7657 1.5453 2.1631
C: 0.5029 3.4484 0.4426
H: 1.9203 -2.2346 -0.0755
H: -2.8427 -2.1219 2.0866
H: 1.0721 -6.0323 -3.4956
H: -1.4695 1.8657 0.5409
H: -1.6366 -0.2056 -0.4382
H: 3.2866 2.0160 2.4990
H: 1.9065 -4.7622 -0.4023
C: -4.5286 1.8615 1.0406
C: 1.7605 -2.6708 -1.0693
H: 3.4077 3.0575 0.9112
H: 0.3379 2.6994 -0.4719
O: 0.6154 -4.6741 -2.0393
H: 1.8310 0.4679 0.1609
H: -1.4412 4.7549 0.1875
C: 1.2231 2.7234 1.7379
C: -0.9634 4.0429 0.9836
B: -4.1501 0.5800 0.0837
C: -1.8946 2.6818 1.2636
H: 0.3432 -4.0053 -0.1496
H: 1.1448 4.3475 -0.0025
H: -5.5620 2.2947 0.6283
C: 2.7761 2.2252 1.4405
H: -3.7586 3.8263 1.8986
H: -3.6128 3.7775 0.0216
H: 3.5968 0.9853 -0.3187
O: -3.5506 -1.4144 1.9375
C: 1.1742 -4.0862 -0.8604
C: -3.4583 3.1055 0.9957
C: 3.1108 -2.6654 -1.7820
N: 0.8284 -1.8058 -1.8057
H: 1.9250 -4.4977 -3.6250
H: 3.0206 -2.8243 -2.8592
H: 3.3451 -0.0196 1.2665
H: -4.5245 0.4105 -1.0335
H: -1.6935 2.4213 2.4101
C: 1.5703 -5.2486 -2.9173
H: 3.6083 -1.6973 -1.6466
H: -0.0372 -1.7272 -1.2710
H: -0.7437 4.6076 1.9845
H: 1.2910 3.5340 2.5986
H: 0.5449 -2.3133 -2.6502
O: -1.9816 -1.0788 -0.0398
B: -3.1995 -0.6663 0.6956
H: 3.7732 -3.4374 -1.3760
H: 0.6087 1.7838 2.1321
C: 2.8789 0.8225 0.5979



Record 2
# C12H31BNO2Rb2

A molecular structure, C12H31BNO2Rb2 at a distorted geometry (ωB97M-V/def2-TZVPD, the OMol25 dataset).

As for the HOMO energy: -9.050 eV. As for the charge: +1. The calculation puts the HOMO-LUMO gap at 4.77 eV. Its total energy is -753.62588 Eh.

Element x y z (Å)
H: -21.9918 -15.9765 9.5360
N: -18.5545 -15.4257 15.3314
H: -25.2610 -11.6966 13.0636
C: -16.7485 -16.2172 13.9914
C: -22.7865 -15.2388 9.4255
H: -19.9756 -14.1567 15.5029
B: -24.7039 -10.7726 13.0719
H: -17.7058 -18.6364 16.1263
H: -20.6426 -16.9730 15.4086
H: -15.3792 -13.9221 14.9497
C: -22.9338 -14.5529 8.0294
H: -21.2607 -13.1800 7.4644
H: -16.3101 -18.3492 14.1290
H: -16.9004 -16.5544 17.5061
O: -19.1657 -14.3672 15.9732
H: -20.4377 -16.6330 17.2380
C: -17.9418 -17.8932 15.3647
H: -16.7958 -13.6596 13.0430
H: -18.3566 -14.3755 12.8681
C: -17.6888 -13.9311 13.6061
H: -18.2273 -17.3388 18.3005
Rb: -28.3659 -9.4400 9.5174
H: -15.7767 -16.0174 13.5399
H: -15.8556 -17.3239 15.5685
H: -18.1569 -13.0499 14.0448
H: -20.0634 -18.1474 16.5950
H: -23.7718 -13.1491 9.0598
C: -16.5762 -17.5104 14.7722
Rb: -23.2615 -5.5874 12.1609
C: -16.1889 -14.3237 15.5589
H: -23.7528 -15.5391 9.8308
H: -15.7408 -14.9982 16.2885
H: -24.0459 -11.0044 13.8950
H: -18.6080 -18.2596 14.5836
C: -17.9885 -16.6166 17.5198
C: -21.6496 -14.1718 7.2337
H: -24.0145 -10.6045 12.2590
C: -18.6115 -16.6750 16.1164
C: -20.0619 -17.0917 16.3234
H: -23.5152 -15.2033 7.3759
O: -23.9173 -13.5368 8.1937
C: -17.2927 -14.9708 14.6815
H: -25.2696 -9.8997 13.3588
H: -22.4663 -14.4681 10.1266
H: -16.5162 -13.4665 16.1473
H: -18.2624 -15.6669 17.9793
H: -17.4724 -16.3686 13.1906
H: -21.7974 -14.0784 6.1578
H: -20.8810 -14.9153 7.4447



Record 3
# C12H31N2O4P2

2 unconnected molecules or ions with the total composition C12H31N2O4P2 at a distorted geometry (ωB97M-V/def2-TZVPD, the OMol25 dataset).

As for the HOMO energy: -11.331 eV. As for the charge: +1. The calculation puts the HOMO-LUMO gap at 8.23 eV. Its total energy is -1568.69623 Eh.

Element x y z (Å)
H: -0.4795 -3.5820 -0.7461
H: 3.0638 3.1882 -4.1405
H: -3.5775 -3.6617 -2.4071
H: -4.2794 -2.2883 1.9366
C: 1.0979 4.9860 1.2889
H: -1.6527 -4.9852 3.1599
H: 1.3862 3.0586 -3.6135
H: -0.0052 -5.1171 1.3657
P: -3.1210 -2.4008 -0.3557
C: 2.3665 3.4651 -3.3471
O: 2.7075 1.7909 0.1267
H: 1.0125 0.7654 0.7387
O: 2.8422 2.8630 -2.1509
H: 1.4989 5.2817 -2.5627
H: 0.7182 5.9135 1.7210
C: 2.3093 4.9775 -3.2346
H: -5.0368 -1.2208 0.6065
H: -2.2990 -4.5759 -1.4553
H: 0.4028 -3.1224 0.5596
H: -0.9153 -1.3411 -0.0798
H: 2.1211 5.4323 -4.2085
H: 3.0683 5.7776 1.0007
N: -0.5453 -3.3935 0.2649
H: -5.3420 -2.9823 0.6533
H: 3.3592 -0.8269 -0.4266
H: -2.8292 -3.9906 2.2077
N: -1.1871 -2.9077 2.9359
H: 0.2847 4.5283 0.7099
C: 2.0780 0.5988 0.5593
P: 1.8863 2.8939 -0.8002
C: -4.5475 -2.2041 0.8542
H: -2.4011 -1.2426 2.3009
C: -1.4631 -1.7656 1.9990
H: -0.6130 -1.0367 2.1455
H: -4.0266 -4.6498 -0.9315
H: 2.5183 0.3260 1.5220
H: 1.3521 4.2957 2.0953
H: 2.0339 5.9188 -0.4142
H: -1.5644 -5.3346 0.5006
H: 2.0836 -0.2308 -1.4590
O: 2.9086 4.0702 -0.0975
C: -0.9551 -4.5897 1.0701
O: 0.7583 1.9783 -1.2705
C: 2.3089 -0.5268 -0.4348
H: -0.1666 -3.0227 2.9346
C: -1.4247 -2.1900 0.4655
C: 2.3045 5.2600 0.4154
C: -3.2469 -3.9789 -1.3790
H: 3.2429 5.3746 -2.8324
C: -1.7340 -4.1749 2.3898
H: 1.6987 -1.4012 -0.1807